94
Properties=species:S:1:pos:R:3 method="wB97M-V/def2-TZVPD" homo_energy_ev=-0.52 homo_lumo_gap_ev=4.580 charge=-2 spin_multiplicity=1 e_tot_ha=-5311.24475
Ti -1.64603 -1.44483 -0.80325
C 1.48301 5.93270 -0.44050
C 0.84001 5.08435 -1.53919
C 1.93405 4.69936 -2.54570
C -0.20698 5.95229 -2.25198
C 0.18789 3.81469 -0.99321
C -0.53529 2.98573 -1.85979
C -1.08185 1.78905 -1.44318
Se -2.03144 0.60845 -2.60076
C 0.35797 -1.43864 -1.41968
C 1.39986 -1.03475 -2.22488
C 2.69654 -1.52983 -2.01473
C 2.88523 -2.44792 -0.98696
C 1.86431 -2.88314 -0.12804
C 0.60642 -2.32011 -0.36962
O -0.51936 -2.51537 0.37454
C 2.20704 -3.89985 0.96317
C 1.00146 -4.31290 1.81193
C 3.26510 -3.31067 1.90826
C 2.77046 -5.17441 0.31427
C 3.89893 -1.09559 -2.85766
C 3.51320 -0.05723 -3.91305
C 4.50143 -2.30769 -3.58242
C 4.97350 -0.46893 -1.95689
C -0.90441 1.36604 -0.09492
O -1.41704 0.20843 0.25727
C -0.20007 2.18725 0.80052
C 0.33186 3.39396 0.31790
C 0.06122 1.86117 2.28326
C 1.57773 1.86112 2.53839
C -0.46393 0.50546 2.77472
C -0.59264 2.94430 3.15804
H 1.90922 6.84050 -0.87855
H 0.75000 6.22830 0.31333
H 2.28786 5.39303 0.06180
H 2.39033 5.59188 -2.98903
H 2.71381 4.11574 -2.05250
H 1.52335 4.08492 -3.34713
H 0.24262 6.88869 -2.60123
H -0.62923 5.43684 -3.11439
H -1.02875 6.19133 -1.57388
H -0.66692 3.26140 -2.90170
H 1.19371 -0.32723 -3.02157
H 3.88502 -2.84473 -0.82749
H 0.57507 -3.46066 2.33900
H 0.20735 -4.73238 1.19608
H 1.32742 -5.06201 2.54447
H 2.88751 -2.39788 2.37387
H 3.51414 -4.02694 2.69976
H 4.18325 -3.05756 1.37471
H 2.03879 -5.59685 -0.37634
H 3.68252 -4.96967 -0.24907
H 3.00170 -5.92308 1.08075
H 2.77467 -0.45375 -4.61100
H 3.08835 0.83654 -3.45371
H 4.40208 0.23584 -4.48164
H 3.75814 -2.76028 -4.24136
H 5.36837 -2.01037 -4.18392
H 4.82273 -3.07161 -2.87220
H 4.56707 0.40029 -1.43607
H 5.31964 -1.17635 -1.20159
H 5.83852 -0.14845 -2.54915
H 0.88780 4.01296 1.01127
H 2.06012 1.10633 1.91439
H 2.03349 2.82694 2.31181
H 1.78374 1.62607 3.58822
H -0.03870 -0.32713 2.21542
H -0.19216 0.40325 3.83410
H -1.54665 0.43402 2.68024
H -0.21050 3.93955 2.92293
H -1.67284 2.95424 2.99651
H -0.40249 2.74442 4.21838
S -2.42131 -3.06609 -2.23161
C -5.48208 -0.32618 -0.95892
N -5.43596 -0.60627 0.47512
C -6.71241 -0.91804 1.08708
C -6.54783 -1.00205 2.59143
C -5.48762 -2.04144 2.89606
N -4.25997 -1.69042 2.21110
C -3.10558 -2.50151 2.56290
C -4.32300 -1.26809 0.90900
O -3.37126 -1.44284 0.16147
H -6.23128 0.45097 -1.11979
H -5.73906 -1.22363 -1.52994
H -4.51347 0.03140 -1.31037
H -7.10047 -1.87019 0.69202
H -7.42125 -0.13708 0.80454
H -7.49341 -1.25744 3.07394
H -6.21300 -0.03271 2.96729
H -5.82929 -3.03986 2.57949
H -5.27591 -2.09618 3.96624
H -2.93476 -2.39502 3.63596
H -2.21739 -2.16887 2.02732
H -3.27207 -3.55711 2.32028

---

76
Properties=species:S:1:pos:R:3 method="wB97M-V/def2-TZVPD" de_lowest_kcal_mol=0.0 homo_energy_ev=-9.11 homo_lumo_gap_ev=9.580 charge=0 spin_multiplicity=1 e_tot_ha=-1853.83624
C 1.69612 1.64650 -1.01872
C 0.35428 1.85613 -0.32274
C -0.82970 2.26084 -1.21001
N -1.19883 1.28172 -2.25763
C -0.80923 1.38477 -3.64134
N -1.73031 0.48433 -4.39457
O 0.49591 0.91594 -4.02027
C 0.51584 1.17275 -5.37755
O 1.18430 0.57439 -6.16471
O -0.27254 2.22361 -5.66035
C -0.82238 2.71511 -4.42668
C 0.08048 3.92935 -4.00341
N 1.28541 4.10646 -4.80237
C 2.52385 3.64725 -4.19064
H 1.71178 0.73980 -1.62705
H 1.97225 2.50630 -1.62303
H 2.48042 1.52316 -0.26371
H 0.47138 2.66890 0.40703
H 0.06978 0.97353 0.26215
H -0.71755 3.26319 -1.60968
H -1.69168 2.30615 -0.53304
H -0.81797 0.39629 -1.92777
H -1.79627 -0.38068 -3.87026
H -2.65441 0.89937 -4.41065
H -1.84360 3.06628 -4.56952
H -0.53987 4.81986 -4.14811
H 0.32919 3.90594 -2.94165
H 1.38299 5.08386 -5.03152
H 2.70945 4.08497 -3.19863
H 3.36195 3.92829 -4.83396
H 2.53852 2.56115 -4.08796
C 3.54516 -0.86806 -4.69394
C 4.50951 0.28867 -4.59580
O 4.86301 0.58783 -3.22977
C 5.77761 -0.20557 -2.68562
O 6.36012 -1.10762 -3.22726
O 5.95657 0.17807 -1.41737
C 6.89536 -0.61710 -0.69077
H 2.66896 -0.68627 -4.07310
H 3.21665 -0.98732 -5.72275
H 4.01097 -1.79776 -4.36408
H 4.04297 1.20087 -4.96294
H 5.41450 0.11410 -5.17684
H 7.84314 -0.68018 -1.22058
H 6.49886 -1.61825 -0.52837
H 7.03603 -0.11731 0.26313
C -4.39442 1.16195 3.92733
C -3.25970 0.16315 3.97887
O -3.50822 -0.97223 3.13173
C -3.29508 -0.77764 1.83399
O -2.89500 0.23557 1.32171
O -3.59235 -1.90549 1.19095
C -3.44885 -1.83224 -0.23033
H -5.33991 0.67386 4.16535
H -4.22185 1.95908 4.65019
H -4.47861 1.60665 2.93678
H -3.16447 -0.25544 4.97918
H -2.30872 0.61981 3.70499
H -2.45694 -1.47693 -0.50126
H -4.20348 -1.17132 -0.65334
H -3.59431 -2.84334 -0.59776
C -2.22263 -3.60841 4.85452
C -1.53795 -2.84014 5.96235
O -2.29597 -2.86524 7.18328
C -2.19169 -3.98540 7.89515
O -1.50716 -4.93720 7.62765
O -2.97199 -3.86667 8.96924
C -2.99075 -5.01975 9.81507
H -3.24045 -3.24759 4.70754
H -1.67540 -3.48204 3.92041
H -2.26675 -4.67180 5.08654
H -1.46282 -1.78421 5.70810
H -0.53173 -3.21386 6.14950
H -1.98107 -5.31268 10.09332
H -3.48937 -5.84787 9.31410
H -3.55134 -4.73221 10.69928

---

15
Properties=species:S:1:pos:R:3 method="wB97M-V/def2-TZVPD" de_lowest_kcal_mol=59.3 homo_energy_ev=-9.83 homo_lumo_gap_ev=10.861 charge=0 spin_multiplicity=1 e_tot_ha=-287.73802
C -1.89062 -0.08489 -0.15680
C -0.61216 0.73838 -0.07705
O -0.41494 1.27751 1.21042
C 0.55378 -0.12886 -0.50045
C 1.95226 0.09032 -0.11678
N 1.12221 -1.01188 0.49382
H -2.73956 0.49999 0.20281
H -2.08925 -0.40767 -1.18590
H -1.78703 -0.98157 0.46658
H -0.67273 1.60117 -0.75314
H -0.20072 0.52736 1.78544
H 0.42164 -0.61637 -1.46542
H 2.19882 0.43832 0.86128
H 2.69330 -0.14954 -0.88516
H 1.46084 -1.89684 0.15804

---

20
Properties=species:S:1:pos:R:3 method="wB97M-V/def2-TZVPD" de_lowest_kcal_mol=156.1 homo_energy_ev=-14.14 homo_lumo_gap_ev=7.678 charge=+1 spin_multiplicity=1 e_tot_ha=-473.69401
C 0.29476 2.40338 1.41883
C 1.19823 1.42138 0.05592
C -0.36644 1.18663 0.01483
C -2.29829 -0.54367 0.60138
C 0.65331 -1.98546 -0.88243
C -0.74114 -0.28700 0.26348
N 1.51007 2.36698 0.98589
N -0.81094 1.96089 1.15173
N 2.09675 0.79338 -0.68471
O -0.25486 -0.84881 -0.95612
H -0.91063 1.59422 -0.78483
H -2.84713 -0.06168 -0.17168
H -2.34687 0.00081 1.55345
H -2.34596 -1.54759 0.63520
H 0.65611 -2.19506 -1.87104
H 0.17228 -2.60576 -0.25000
H 1.56674 -1.63623 -0.46967
H -0.19786 -0.93726 1.08108
H 1.85916 -0.05530 -1.20188
H 3.11273 0.97616 -0.48943

---

17
Properties=species:S:1:pos:R:3 method="wB97M-V/def2-TZVPD" de_lowest_kcal_mol=146.6 homo_energy_ev="-12.63 / -12.63" homo_lumo_gap_ev="6.897 / 6.907" charge=+1 spin_multiplicity=1 e_tot_ha=-455.18875
C 1.08532 0.51097 0.63318
C -2.17244 -0.33999 0.76838
C 1.54324 -0.74482 0.58436
C -2.05474 -1.77409 0.91714
C -1.30815 0.44143 0.15293
C -0.08533 0.76571 -0.25820
C -0.05379 -2.38875 -0.34774
N 1.09555 -1.83387 -0.30490
N 0.16905 1.47456 -1.39724
O -0.98389 -2.39195 0.55802
H 1.42527 1.43690 1.10163
H -3.11956 0.10657 1.03884
H 2.41067 -1.09152 1.06237
H -2.77523 -2.11635 1.67486
H 1.80269 -2.00252 -0.95234
H 0.84551 2.24432 -1.56504
H -0.75942 1.52997 -1.87837

---

11
Properties=species:S:1:pos:R:3 method="wB97M-V/def2-TZVPD" de_lowest_kcal_mol=55.6 homo_energy_ev="-13.36 / -13.36" homo_lumo_gap_ev="4.417 / 4.460" charge=+2 s_squared=3.75 spin_multiplicity=4 e_tot_ha=-865.65747
O 0.36452 0.52516 0.82909
C -1.07332 0.42910 0.57078
C -1.24744 -0.80662 -0.12707
O 0.26289 -0.27038 -1.17280
C 1.04392 0.03517 -0.20173
O 2.20277 -0.38916 -0.06191
Pr 4.70969 0.46786 0.22240
H -1.69936 0.81113 1.38152
H -2.09480 -1.05810 -0.77248
H -1.04394 -1.74828 0.38698
Li -1.42492 2.00412 -1.05479

---

68
Properties=species:S:1:pos:R:3 method="wB97M-V/def2-TZVPD" de_lowest_kcal_mol=48.4 homo_energy_ev="-14.05 / -14.23" homo_lumo_gap_ev="7.967 / 5.700" charge=+2 s_squared=6.05 spin_multiplicity=5 e_tot_ha=-2756.67756
Pd 0.61420 -0.41296 -2.82024
N -0.07348 -0.66086 -7.38444
C 0.40329 -0.62453 -6.15235
S -0.09643 0.61934 -5.08016
N 1.30023 -1.56165 -5.80579
N 1.63005 -1.67905 -4.56755
C 2.66127 -2.34925 -4.17861
C 2.71407 -2.76213 -2.79160
C 3.75383 -3.54376 -2.30021
C 3.66388 -4.04229 -1.01136
C 2.51519 -3.78936 -0.28186
C 1.52484 -2.98753 -0.84012
N 1.63872 -2.44404 -2.04138
H -0.73003 0.03607 -7.69367
H 0.18570 -1.40708 -8.01402
H 3.40475 -2.70523 -4.88859
H 4.60972 -3.76391 -2.92441
H 4.46861 -4.63062 -0.59288
H 2.38105 -4.20734 0.70574
H 0.60196 -2.80383 -0.30934
N -0.27723 1.76758 -2.35300
C -1.51310 1.71172 -1.58784
C -2.42660 2.92850 -1.89015
C -2.69459 3.90893 -0.73438
C -4.06895 3.67007 -0.12179
N -4.21348 2.30827 0.33807
C -3.96364 1.90732 1.56858
N -3.57477 2.75880 2.51558
N -4.04470 0.60145 1.85492
C -2.24606 0.33208 -1.85364
O -3.40753 0.23885 -1.46438
O -1.54872 -0.57696 -2.40767
H 0.42633 2.36062 -1.92917
H -0.47849 2.12097 -3.28047
H -1.26443 1.65556 -0.52647
H -3.38186 2.55792 -2.26190
H -1.96429 3.48783 -2.70544
H -2.67767 4.93674 -1.10014
H -1.91496 3.83335 0.02915
H -4.83643 3.85597 -0.87258
H -4.24684 4.36181 0.70192
H -4.24572 1.58325 -0.37933
H -3.59698 3.75075 2.36774
H -3.46568 2.39268 3.45390
H -4.41107 -0.03512 1.16700
H -3.97344 0.31372 2.81786
O -0.30612 -0.55469 7.83697
S -0.33892 -1.54657 6.80033
O -1.40402 -1.39112 5.83139
O 0.08418 -2.89693 7.03619
C 1.24788 -0.99800 5.80659
N 2.36030 -1.06055 6.43991
C 3.45064 -0.80202 5.73542
C 3.34867 -0.51631 4.38130
C 2.08701 -0.46535 3.80159
N 0.99655 -0.70005 4.56899
C 1.86943 -0.24469 2.34094
C 0.66153 -0.60988 1.72853
C 0.51797 -0.44189 0.35600
N 1.48982 0.05903 -0.43104
C 2.61633 0.42875 0.16867
C 2.84688 0.30605 1.52730
H 4.39565 -0.84611 6.26050
H 4.24131 -0.34799 3.79613
H -0.13813 -1.03442 2.31720
H -0.38735 -0.78061 -0.13189
H 3.39301 0.82767 -0.47252
H 3.80682 0.60303 1.92796

---

124
Properties=species:S:1:pos:R:3 method="wB97M-V/def2-TZVPD" de_lowest_kcal_mol=0.0 homo_energy_ev=-10.26 homo_lumo_gap_ev=10.130 charge=0 spin_multiplicity=1 e_tot_ha=-3738.93912
C -3.62234 -8.08831 9.29121
C -2.27026 -8.70169 9.56426
C -1.57506 -8.05631 10.77667
O -1.09630 -9.19269 11.50071
C -1.61500 -10.32350 11.00746
O -1.48608 -11.39525 11.49180
O -2.35609 -10.08860 9.88987
H -3.61019 -7.01076 9.14564
H -4.26335 -8.24972 10.15607
H -4.10602 -8.59160 8.45168
H -1.60130 -8.61009 8.70400
H -2.28106 -7.51279 11.39383
H -0.76108 -7.42181 10.43509
C -9.41562 -10.98596 3.92761
C -10.15834 -12.27293 4.21571
C -10.54021 -13.11568 2.97805
O -9.94729 -14.38432 3.20492
C -9.17474 -14.36666 4.30987
O -8.53081 -15.28236 4.69133
O -9.22420 -13.15411 4.88230
H -9.01860 -10.61411 4.87131
H -10.08439 -10.23838 3.49570
H -8.56024 -11.11283 3.26327
H -10.98769 -12.10467 4.90577
H -10.11203 -12.66194 2.08036
H -11.61608 -13.18322 2.82955
C -8.79380 -11.06951 7.97027
C -7.58085 -10.27374 8.45129
C -6.99603 -9.36211 7.34034
O -7.01892 -8.06028 7.98568
C -7.70133 -8.06745 9.13575
O -7.90977 -7.12575 9.85750
O -8.11164 -9.31497 9.39845
H -9.45064 -11.42714 8.75958
H -8.45370 -11.97631 7.46413
H -9.31223 -10.42401 7.26107
H -6.85574 -10.88847 8.97947
H -7.57174 -9.21840 6.43058
H -5.96909 -9.64631 7.14807
C -7.49424 -10.34804 13.95887
C -7.34909 -9.32180 12.87159
C -8.10288 -7.99936 13.13713
O -7.06787 -7.00671 13.09459
C -5.86726 -7.59150 12.86235
O -4.85734 -6.96307 12.83639
O -6.01336 -8.88282 12.55353
H -7.18012 -9.97798 14.93904
H -6.92080 -11.24461 13.72133
H -8.53217 -10.66812 14.06032
H -7.68281 -9.76225 11.93155
H -8.55586 -8.07600 14.12505
H -8.82911 -7.82453 12.34625
C -5.56733 -4.51015 10.69325
C -4.15235 -4.24524 10.21646
C -3.81422 -2.75682 10.28834
O -2.56632 -2.69071 10.94924
C -2.21253 -3.92929 11.36543
O -1.20849 -4.20566 11.91128
O -3.20344 -4.81695 11.13194
H -5.79087 -5.57199 10.57190
H -6.29972 -3.94019 10.12117
H -5.73230 -4.26416 11.74037
H -3.95354 -4.73472 9.26108
H -4.58964 -2.20073 10.82347
H -3.87553 -2.29044 9.30038
C -5.73304 -12.64076 0.98258
C -4.97255 -12.50836 2.27826
C -3.89580 -11.44914 2.32395
O -3.95696 -10.95069 3.66048
C -5.19491 -11.18611 4.15528
O -5.61377 -10.88508 5.21553
O -5.89638 -11.87370 3.22653
H -6.59426 -13.30003 1.04723
H -5.04640 -13.10859 0.26347
H -5.99020 -11.68501 0.53031
H -4.73778 -13.47502 2.73076
H -4.06872 -10.62586 1.62648
H -2.90158 -11.84520 2.11675
C -4.66945 -15.39691 5.80806
C -5.38426 -14.15010 6.25408
C -6.59558 -14.38999 7.16872
O -6.37641 -13.50395 8.27051
C -5.15746 -12.91677 8.18160
O -4.65962 -12.17335 8.94659
O -4.54468 -13.33507 7.06394
H -5.24660 -15.93657 5.04942
H -4.42509 -16.13019 6.57252
H -3.79506 -15.07857 5.23200
H -5.73684 -13.60090 5.37794
H -6.55519 -15.40430 7.57114
H -7.52515 -14.20674 6.64264
C -8.42659 -3.29536 11.75308
C -8.89377 -4.74176 11.84456
C -9.68805 -4.98629 13.11087
O -10.73111 -5.85374 12.62907
C -10.87664 -5.68536 11.30020
O -11.70779 -6.25788 10.68523
O -9.91667 -4.86304 10.83555
H -9.25812 -2.60538 11.93217
H -8.10487 -2.90084 10.78905
H -7.64171 -3.13484 12.49318
H -8.01136 -5.36649 11.74084
H -10.21851 -4.15244 13.56881
H -9.10905 -5.52956 13.85444
O -10.18450 -12.02951 12.38204
C -10.64339 -11.34660 11.53752
O -11.60049 -11.74678 10.67308
C -11.96371 -10.67460 9.78998
C -11.39161 -9.46799 10.52437
O -10.37679 -10.03767 11.37332
H -11.53588 -10.79139 8.79428
H -13.05043 -10.66996 9.75122
H -12.05904 -8.90732 11.17654
H -10.93670 -8.74568 9.84884
O -10.60816 -2.90046 5.56551
C -9.98490 -3.80246 5.99038
O -9.32835 -3.81676 7.15157
C -8.60864 -5.05795 7.31546
C -9.04444 -5.89184 6.09031
O -9.79802 -4.97823 5.32043
H -7.57300 -4.72611 7.25428
H -8.88420 -5.43830 8.29318
H -9.62081 -6.74675 6.44340
H -8.13104 -6.21924 5.59843